Entry 1:
C34H59ClCrN2O2Si as an isolated structure in a non-equilibrium geometry. Source: the OMol25 dataset; level of theory: wB97M-V/def2-TZVPD.

Each line ends with the Löwdin spin population.
Atoms and positions in Å:
O -0.57 1.41 -0.75  0.01
O 1.71 0.21 -3.96  0.00
C -1.84 1.74 -1.35  0.00
C -2.56 2.94 -0.75  0.00
H -2.47 0.84 -1.26  0.00
H -1.64 1.91 -2.42  0.00
H -2.73 2.84 0.33  0.00
H -3.54 3.07 -1.23  0.00
H -2.02 3.88 -0.92  0.00
C 0.13 2.56 -0.23  0.00
C 0.89 3.32 -1.30  0.00
H 0.79 2.20 0.57  0.00
H -0.58 3.24 0.28  0.00
H 1.39 2.64 -2.01  0.00
H 1.64 3.95 -0.82  0.00
H 0.21 3.97 -1.88  0.00
C 3.01 -0.42 -3.97  0.00
C 1.45 1.02 -5.12  0.00
C 3.98 0.26 -3.02  0.00
H 3.44 -0.39 -4.99  0.00
H 2.82 -1.46 -3.68  0.00
H 4.14 1.31 -3.29  0.00
H 4.94 -0.25 -3.07  0.00
H 3.62 0.22 -1.98  0.00
C 2.46 2.14 -5.32  0.00
H 0.44 1.39 -4.97  0.00
H 1.47 0.36 -6.00  0.00
H 2.59 2.74 -4.42  0.00
H 2.10 2.79 -6.12  0.00
H 3.43 1.75 -5.63  0.00
H -0.06 -0.60 -2.74  0.00
N -1.14 0.82 3.42  -0.05
C -0.89 0.27 4.62  0.02
C -0.28 -0.99 4.82  -0.02
C 0.33 -1.77 3.84  0.02
C -1.33 1.03 5.83  0.00
H -2.33 1.48 5.66  0.00
H -0.64 1.85 6.10  0.00
H -1.40 0.36 6.69  0.00
C 1.26 -2.90 4.20  0.00
H 2.27 -2.70 3.82  0.00
H 0.90 -3.86 3.80  0.00
H 1.33 -3.00 5.29  0.00
N 0.12 -1.51 2.54  -0.06
C -1.41 2.23 3.31  0.00
C -2.70 2.71 2.98  0.00
C -3.84 1.79 2.76  0.00
C -2.95 4.09 2.93  0.00
H -3.95 4.44 2.70  0.00
C -1.93 5.00 3.19  0.00
H -2.11 6.07 3.12  0.00
C -0.66 4.53 3.56  0.00
H 0.13 5.24 3.82  0.00
C -0.38 3.16 3.59  0.00
C 1.00 2.68 3.95  0.00
C 1.01 -2.02 1.53  0.00
C 0.67 -3.18 0.83  0.00
C -0.70 -3.76 0.94  0.00
C 1.65 -3.77 0.02  0.00
H 1.41 -4.71 -0.48  0.00
C 2.88 -3.15 -0.18  0.00
H 3.62 -3.61 -0.84  0.00
C 3.17 -1.94 0.45  0.00
H 4.12 -1.44 0.29  0.00
C 2.23 -1.36 1.31  0.00
C 2.51 -0.04 1.95  0.00
Cr -1.45 -0.49 1.96  3.26
H -4.04 1.66 1.69  0.00
H -4.75 2.18 3.22  0.00
H -3.65 0.81 3.19  0.00
H 1.26 1.72 3.48  0.00
H 1.12 2.55 5.04  0.00
H 1.74 3.42 3.62  0.00
H -0.68 -4.80 0.59  0.00
H -1.43 -3.19 0.33  0.00
H -1.07 -3.76 1.99  0.00
H 2.39 -0.08 3.04  0.00
H 1.82 0.72 1.55  0.00
H 3.53 0.29 1.74  0.00
H -0.16 -1.32 5.85  0.00
C -0.08 -1.69 -2.51  0.00
Si -0.58 -2.78 -4.00  0.00
H 0.93 -1.95 -2.15  0.00
H -0.76 -1.84 -1.66  0.00
C -1.78 -1.82 -5.09  0.00
C -1.43 -4.40 -3.56  0.00
C 0.78 -3.32 -5.21  0.00
H 0.28 -3.76 -6.08  0.00
H 1.45 -4.08 -4.79  0.00
H 1.39 -2.48 -5.56  0.00
H -2.74 -1.68 -4.59  0.00
H -1.96 -2.37 -6.03  0.00
H -1.37 -0.84 -5.35  0.00
H -2.14 -4.31 -2.73  0.00
H -0.71 -5.19 -3.31  0.00
H -2.00 -4.74 -4.44  0.00
Cl -3.60 -1.78 3.86  -0.02
C -3.35 -1.35 2.15  -0.15
H -3.44 -2.27 1.56  -0.01
H -4.15 -0.65 1.87  -0.01

As for the total charge: +1. As for the spin multiplicity: 4. The calculation puts the total energy at -92106.1759 eV.

---

Entry 2:
C4H8O2 in the gas phase in a non-equilibrium geometry. Source: the OMol25 dataset; level of theory: wB97M-V/def2-TZVPD.

Each line ends with the natural charge from an NBO analysis.
Atoms and positions in Å:
O 0.97 -0.88 -1.57  -0.70
C 0.52 0.23 -0.84  0.07
C -0.97 0.12 -0.47  -0.48
C -1.00 -0.16 1.05  -0.08
O 0.35 -0.26 1.47  -0.53
C 1.20 0.36 0.53  -0.10
H 0.59 -1.63 -1.08  0.46
H 0.72 1.10 -1.47  0.18
H -1.47 -0.67 -1.03  0.22
H -1.44 1.05 -0.86  0.23
H -1.46 -1.12 1.30  0.18
H -1.52 0.62 1.61  0.17
H 1.35 1.42 0.79  0.16
H 2.16 -0.16 0.57  0.20

As for the structure (SMILES): O[C@H]1CCOC1. As for the total charge: 0. The calculation puts the total energy at -8371.8934 eV.

---

Entry 3:
C13H14OS in the gas phase in a non-equilibrium geometry. Source: the OMol25 dataset; level of theory: wB97M-V/def2-TZVPD.

Each line ends with the natural charge from an NBO analysis.
Atoms and positions in Å:
O 1.65 0.07 -2.25  -1.01
C 1.22 -2.06 2.05  -0.18
C 1.95 -2.35 0.92  -0.20
C -1.43 3.95 -0.81  -0.22
C -0.65 3.63 0.31  -0.19
C -1.45 3.10 -1.86  -0.19
C 0.16 2.49 0.22  -0.23
C -0.64 1.91 -1.95  -0.20
C 0.17 1.70 -0.90  -0.23
S 1.28 0.25 -0.82  1.30
C -0.04 -3.26 0.50  -0.38
C -0.53 -0.87 0.83  -0.42
C -0.27 -2.21 1.59  -0.27
C 0.98 -2.44 -0.20  -0.30
C 0.24 -1.15 -0.52  -0.43
H 1.55 -1.68 3.07  0.23
H 2.96 -2.34 0.74  0.22
H -2.15 4.75 -0.74  0.22
H -0.80 4.35 1.15  0.22
H -2.13 3.39 -2.61  0.21
H 0.83 2.25 1.09  0.22
H -0.45 1.25 -2.65  0.24
H 0.32 -4.25 0.86  0.23
H -1.03 -3.39 0.04  0.20
H -1.57 -0.54 0.62  0.23
H 0.02 -0.03 1.44  0.21
H -1.10 -2.42 2.37  0.23
H 1.42 -2.72 -1.15  0.24
H -0.50 -1.37 -1.33  0.25

As for the total charge: 0. The calculation puts the total energy at -26587.3261 eV.

---

Entry 4:
C4H6O in the gas phase in a non-equilibrium geometry. Source: the OMol25 dataset; level of theory: wB97M-V/def2-TZVPD.

Each line ends with the natural charge from an NBO analysis.
Atoms and positions in Å:
C -0.64 -2.20 -0.02  -0.51
C -0.20 -1.04 0.34  0.12
C 0.46 0.08 0.46  -0.34
C 0.19 1.19 -0.52  -0.07
O 0.46 2.44 0.07  -0.70
H 0.24 -2.75 -0.35  0.23
H -1.63 -2.61 0.17  0.23
H 1.21 0.21 1.24  0.24
H -0.86 1.11 -0.85  0.17
H 0.82 1.11 -1.42  0.19
H -0.06 2.46 0.88  0.46

As for the structure (SMILES): C=C=CCO. As for the total charge: 0. The calculation puts the total energy at -6290.2378 eV.